Density functional theory data (ωB97M-V/def2-TZVPD) for a cluster of 2 separate species, C3H4BrClF2O in total at a distorted geometry.

Values from the calculation:
Charge: 0
Calculated total energy: -93218.944 eV
Multiplicity: 1

Geometry (Å):
C (-0.606, -0.224, -2.055)
C (1.260, -0.013, 2.830)
C (-0.541, 0.273, 0.371)
O (-0.059, -0.445, -0.699)
F (-1.895, 0.313, 0.407)
F (-0.213, 1.615, 0.242)
Cl (2.330, 0.860, 1.841)
Br (1.760, -1.797, 3.144)
H (-1.691, -0.061, -2.092)
H (-0.352, -1.227, -2.590)
H (-0.165, 0.651, -2.711)
H (0.173, 0.054, 1.313)